Version one
ORCA calculation (ωB97M-V with the def2-TZVPD basis set) on a structure of composition C36H37NP2ReS.

The geometry in XYZ format:
```
78
C36H37NP2ReS (ωB97M-V with the def2-TZVPD basis set)
Re 0.434 2.476 -2.755
C 0.022 4.409 -3.356
C -1.259 4.523 -2.578
C -2.590 4.298 -3.343
C -2.539 3.218 -4.416
C -1.648 1.975 -4.091
C -0.205 2.030 -4.532
C 0.327 3.109 -5.467
C 0.096 4.512 -4.874
C -0.456 -1.229 -1.406
H 0.722 5.122 -2.912
H -1.266 5.557 -2.197
H -2.876 5.252 -3.808
H -3.398 4.072 -2.628
H -3.559 2.829 -4.513
H -2.276 3.644 -5.400
H -2.052 1.212 -4.775
H 0.104 1.026 -4.815
H -0.103 2.937 -6.459
H 1.424 3.002 -5.552
H 0.969 5.156 -5.061
H -0.788 5.017 -5.272
H 0.612 -0.980 -1.548
H -0.621 -2.325 -1.395
H -0.806 -0.794 -0.468
P -1.061 3.818 -0.879
P -1.450 -0.698 -2.801
C -1.235 1.994 -1.533
C -1.896 1.300 -2.701
C -2.026 4.165 0.581
C -3.240 4.882 0.596
C -3.809 5.262 1.815
C -3.192 4.930 3.016
C -2.011 4.180 3.021
C -1.443 3.782 1.816
C 0.706 4.424 -0.476
C 1.808 4.032 -1.240
C 3.121 4.446 -1.025
C 3.359 5.418 -0.055
C 2.281 5.859 0.704
C 0.970 5.382 0.533
C -2.894 -1.755 -2.775
C -3.793 -1.611 -1.690
C -4.777 -2.577 -1.467
C -4.895 -3.675 -2.331
C -4.024 -3.806 -3.420
C -3.032 -2.850 -3.652
C -0.523 -1.150 -4.304
C 0.724 -1.790 -4.215
C 1.519 -1.901 -5.354
C 1.034 -1.499 -6.608
C -0.291 -1.043 -6.718
C -1.089 -0.910 -5.573
H -1.436 1.458 -0.595
H -2.985 1.275 -2.529
H -3.707 5.170 -0.363
H -4.751 5.828 1.829
H -3.626 5.249 3.978
H -1.516 3.912 3.958
H -0.507 3.203 1.798
H 1.870 3.448 -2.255
H 3.894 4.024 -1.670
H 4.378 5.815 0.023
H 2.462 6.625 1.463
H 0.155 5.769 1.153
H -3.684 -0.751 -1.016
H -5.438 -2.473 -0.600
H -5.648 -4.435 -2.134
H -4.108 -4.673 -4.085
H -2.354 -2.983 -4.507
H 1.114 -2.150 -3.267
H 2.531 -2.276 -5.266
H 1.674 -1.544 -7.490
H -0.684 -0.753 -7.686
H -2.118 -0.581 -5.685
S 2.071 1.125 -3.190
C 0.967 1.635 -0.799
N 1.292 1.149 0.225
```

Output
E_LUMO (alpha / beta)   -6.44 / -7.45 eV
Spin multiplicity   4
⟨S²⟩   3.77
Orbital gap (alpha / beta)   6.5 / 6.6 eV
Net charge   +2

Atom charges from the Löwdin analysis, given in e for atoms 1 to 8: atom 1 (Re): 1.0306, atom 2 (C): -0.3548, atom 3 (C): -0.3947, atom 4 (C): -0.1467, atom 5 (C): -0.1179, atom 6 (C): -0.3325, atom 7 (C): -0.4668, atom 8 (C): -0.1747

Version two
ORCA calculation (ωB97M-V with the def2-TZVPD basis set) on a structure of composition C36H37NP2ReS.

The geometry in XYZ format:
```
78
C36H37NP2ReS (ωB97M-V with the def2-TZVPD basis set)
Re -0.121 0.678 1.168
C -2.111 1.075 -2.227
C -2.096 -0.264 -2.119
C -1.414 -1.176 -3.091
C -0.022 -0.694 -3.574
C 0.826 0.065 -2.576
C 0.623 1.340 -2.222
C -0.103 2.307 -3.106
C -1.566 1.891 -3.357
C 1.279 0.540 2.798
H -2.576 1.704 -1.471
H -2.824 -0.772 -1.479
H -2.062 -1.290 -3.987
H -1.330 -2.194 -2.679
H 0.554 -1.587 -3.867
H -0.153 -0.107 -4.496
H 1.775 -0.459 -2.350
H 1.115 1.806 -1.371
H 0.415 2.371 -4.079
H -0.064 3.304 -2.654
H -2.180 2.802 -3.455
H -1.646 1.357 -4.320
H 1.034 1.431 3.403
H 2.383 0.550 2.686
H 0.984 -0.346 3.384
P -1.102 -1.183 0.555
P 2.041 -0.080 0.476
C 0.139 -2.043 -0.388
C 1.432 -1.577 -0.396
C -2.283 -2.440 1.072
C -2.699 -3.380 0.108
C -3.610 -4.368 0.441
C -4.113 -4.449 1.750
C -3.663 -3.549 2.737
C -2.753 -2.556 2.400
C -2.709 0.624 0.570
C -2.326 1.932 0.723
C -3.285 2.954 0.561
C -4.583 2.597 0.171
C -4.962 1.246 0.042
C -4.017 0.217 0.314
C 3.525 -0.943 1.136
C 3.295 -2.213 1.709
C 4.363 -3.058 1.996
C 5.668 -2.591 1.820
C 5.905 -1.272 1.430
C 4.830 -0.419 1.149
C 2.804 1.644 0.099
C 2.419 2.727 0.903
C 2.860 4.015 0.599
C 3.665 4.221 -0.527
C 4.140 3.134 -1.272
C 3.707 1.837 -0.968
H -0.178 -2.970 -0.867
H 2.209 -2.162 -0.886
H -2.288 -3.331 -0.898
H -3.934 -5.087 -0.323
H -4.836 -5.223 2.003
H -4.043 -3.645 3.761
H -2.401 -1.859 3.161
H -1.232 2.270 0.814
H -3.007 3.998 0.728
H -5.307 3.396 -0.041
H -5.993 1.002 -0.274
H -4.354 -0.826 0.289
H 2.272 -2.538 1.917
H 4.167 -4.066 2.369
H 6.506 -3.254 2.042
H 6.925 -0.890 1.374
H 5.007 0.643 0.973
H 1.774 2.576 1.780
H 2.583 4.842 1.255
H 3.945 5.232 -0.819
H 4.866 3.281 -2.079
H 4.081 0.979 -1.530
S -3.105 0.753 4.718
C -1.931 0.758 3.635
N -1.139 0.760 2.731
```

Output
E_LUMO (alpha / beta)   -7.67 / -8.20 eV
Spin multiplicity   4
⟨S²⟩   3.80
Orbital gap (alpha / beta)   5.6 / 5.5 eV
Net charge   +2

Atom charges from the Löwdin analysis, given in e for atoms 1 to 8: atom 1 (Re): 1.0478, atom 2 (C): -0.0861, atom 3 (C): -0.1564, atom 4 (C): -0.1712, atom 5 (C): -0.1515, atom 6 (C): -0.1322, atom 7 (C): -0.1402, atom 8 (C): -0.1533

Question: which arrangement is favored energetically? Ranking from most to least stable: version one, version two.

Version one
ORCA calculation (ωB97M-V with the def2-TZVPD basis set) on the ion C11H15N2 with charge +1.

The geometry in XYZ format:
```
28
C11H15N2 (ωB97M-V with the def2-TZVPD basis set)
H -0.839 1.271 2.941
N -1.547 0.760 2.336
C -1.391 0.700 1.104
C -1.671 0.015 -0.081
C -1.949 -1.439 -0.053
C -2.559 0.472 -1.272
C -0.233 0.621 -0.001
C -0.296 2.109 -0.254
C 0.861 2.891 -0.119
C 2.093 2.248 0.201
C 2.185 0.911 0.361
C 1.090 0.019 0.227
N 1.255 -1.282 0.225
C 2.516 -1.920 0.489
H -2.992 -1.536 0.083
H -1.481 -2.067 0.733
H -1.752 -1.862 -1.074
H -3.412 -0.178 -1.386
H -2.086 0.499 -2.285
H -2.984 1.544 -1.124
H -1.089 2.600 -0.536
H 0.731 4.028 -0.201
H 2.979 2.880 0.278
H 3.201 0.436 0.687
H 0.413 -1.806 0.055
H 2.327 -2.975 0.792
H 3.165 -1.497 1.404
H 3.052 -1.867 -0.425
```

Output
E_LUMO (alpha / beta)   -4.33 / -4.32 eV
Orbital gap (alpha / beta)   8.1 / 8.1 eV
Structure (SMILES)   [H]/N=C1/C(C)(C)[C@@]12C=CC=C/C2=[NH+]\C
Net charge   +1

Atom charges from the Löwdin analysis, given in e for atoms 1 to 8: atom 1 (H): 0.1320, atom 2 (N): 0.2472, atom 3 (C): -0.2029, atom 4 (C): -0.3903, atom 5 (C): -0.0363, atom 6 (C): -0.0067, atom 7 (C): -0.0989, atom 8 (C): 0.0341

Version two
ORCA calculation (ωB97M-V with the def2-TZVPD basis set) on the ion C11H15N2 with charge +1.

The geometry in XYZ format:
```
28
C11H15N2 (ωB97M-V with the def2-TZVPD basis set)
C 2.316 -1.511 -2.274
C 1.019 -1.906 -2.290
C 2.503 -0.205 -1.633
C -0.077 -1.226 -1.710
C 1.484 0.472 -1.024
C 0.156 -0.026 -1.025
C 0.150 -0.339 2.008
C -2.277 -0.221 1.245
C -0.858 0.884 -0.459
C -1.151 0.325 2.114
C -0.063 1.030 1.457
N 0.696 2.095 1.818
N -2.127 0.328 -0.097
H 3.059 -2.246 -2.560
H 0.888 -2.858 -2.682
H 3.458 0.259 -1.561
H -1.084 -1.693 -1.849
H 1.760 1.535 -0.726
H 0.697 -0.449 2.966
H 0.273 -1.183 1.319
H -2.382 -1.370 1.243
H -3.175 0.102 1.659
H -0.796 1.907 -0.976
H -1.547 0.775 3.053
H 1.671 1.923 1.939
H 0.585 3.000 1.328
H -2.271 -0.433 -0.837
H -2.907 1.030 -0.447
```

Output
E_LUMO   -3.28 eV
Orbital gap   8.4 eV
Net charge   +1

Atom charges from the Löwdin analysis, given in e for atoms 1 to 8: atom 1 (C): -0.0287, atom 2 (C): -0.0996, atom 3 (C): -0.0416, atom 4 (C): -0.0228, atom 5 (C): -0.0698, atom 6 (C): -0.2626, atom 7 (C): -0.0257, atom 8 (C): -0.0811

Question: which arrangement is favored energetically? Ranking from most to least stable: version one, version two.

Version one
ORCA calculation (ωB97M-V with the def2-TZVPD basis set) on an isolated molecule of C3H9NOS2.

The geometry in XYZ format:
```
16
C3H9NOS2 (ωB97M-V with the def2-TZVPD basis set)
C 0.227 -0.941 1.652
S -0.313 0.744 1.255
O 0.788 1.735 1.411
S -1.908 1.132 2.307
C -0.843 0.554 -0.420
C 0.278 0.482 -1.482
N 1.048 -0.782 -1.334
H 1.059 -1.212 1.009
H 0.482 -0.891 2.748
H -0.708 -1.547 1.494
H -1.462 -0.352 -0.350
H -1.647 1.341 -0.683
H 0.908 1.325 -1.317
H -0.141 0.699 -2.513
H 1.822 -0.702 -2.167
H 0.412 -1.586 -1.612
```

Output
E_LUMO   0.49 eV
Orbital gap   9.4 eV
Structure (SMILES)   C[S@](=O)(=S)CCN

Atom charges from the Löwdin analysis, given in e for atoms 1 to 8: atom 1 (C): -0.2223, atom 2 (S): 0.3020, atom 3 (O): -0.4384, atom 4 (S): 0.2441, atom 5 (C): -0.3655, atom 6 (C): -0.3208, atom 7 (N): -0.0463, atom 8 (H): 0.0363

Version two
ORCA calculation (ωB97M-V with the def2-TZVPD basis set) on an isolated molecule of C3H9NOS2.

The geometry in XYZ format:
```
16
C3H9NOS2 (ωB97M-V with the def2-TZVPD basis set)
N 0.306 1.462 -0.306
C 0.351 -0.073 -0.327
C 1.696 -0.578 0.218
O 2.663 -0.030 -0.703
C -0.986 -0.570 0.252
S -2.303 0.274 -0.856
S -3.791 0.339 0.634
H 1.078 1.759 -1.053
H 0.390 2.123 0.530
H 0.356 -0.537 -1.478
H 1.957 -0.145 1.200
H 1.647 -1.651 0.273
H 3.465 0.106 -0.248
H -1.112 -0.160 1.250
H -1.037 -1.716 0.417
H -4.681 -0.602 0.197
```

Output
E_LUMO   0.62 eV
Orbital gap   9.0 eV
Structure (SMILES)   N[C@@H](CO)CSS

Atom charges from the Löwdin analysis, given in e for atoms 1 to 8: atom 1 (N): -0.0543, atom 2 (C): -0.4708, atom 3 (C): -0.2303, atom 4 (O): -0.0740, atom 5 (C): -0.5002, atom 6 (S): 0.4137, atom 7 (S): 0.2780, atom 8 (H): 0.1149

Question: which arrangement is favored energetically? Ranking from most to least stable: version one, version two.